#a
Formula: C74H164N9O6
Source: the OMol25 dataset
Level of theory: wB97M-V/def2-TZVPD

Each line ends with the Löwdin charge.
Geometry (Å):
H -0.3504 -8.9031 5.7004  0.1260
H -0.6864 -1.5207 1.1997  0.0965
C 0.7538 0.3552 -5.6754  -0.0944
H 0.8175 -1.8114 -1.1723  0.0948
C -1.4712 5.4909 -4.0514  -0.0985
H -2.2301 0.0666 -7.4723  0.1412
H -8.1478 0.2822 2.6457  0.1152
H -5.7134 4.9868 6.8640  0.0834
C -7.1039 4.2752 2.7847  -0.0775
C -3.1830 -8.4035 6.6957  -0.1365
O -1.2986 6.8676 0.1757  0.0650
C -7.1537 2.4212 1.1100  -0.1153
H -1.7408 6.5721 -6.6565  0.1524
H 0.7068 3.1320 0.8484  0.1001
C -0.7668 -4.5995 2.3954  -0.0671
C 4.1220 8.3902 -1.3753  -0.2096
C -1.3313 5.5933 -6.4254  -0.0787
H 0.5627 -1.9882 -6.8549  0.1203
H 0.6694 -4.4222 -7.0888  0.1142
C 4.2829 -5.1371 -3.3722  -0.0554
H 1.2969 0.4958 -6.6124  0.0967
H -3.5255 5.5511 -4.6262  0.1281
H -0.7488 5.1853 -7.2461  0.1376
H 6.5210 -3.9626 -4.0611  0.1416
H -0.5928 -2.0418 -9.0895  0.1467
H 7.4089 6.2910 -2.6477  0.1308
C -2.7221 4.8014 -4.6032  -0.1230
C 5.8377 -3.8574 -4.9079  -0.1171
O -0.2617 7.0548 -1.8027  -0.0653
C 3.0719 9.4342 -0.9974  -0.0635
H 1.0228 4.6597 -3.0728  0.1021
H -0.6160 -6.9471 7.0013  0.1365
H -0.8315 1.4709 7.9265  0.1526
H -10.4853 0.4223 -1.0976  0.1311
C -1.5415 -6.6928 6.4906  -0.0800
H 2.1701 -4.1355 2.9200  0.0971
C -9.6221 0.0840 -0.5344  -0.1168
C -3.0952 2.7229 7.0075  -0.1324
H -3.6101 2.1775 -0.4793  0.0614
H 5.2728 6.8079 1.0079  0.1444
C -7.6065 2.8678 2.4806  -0.2254
H 3.3346 -5.4184 -1.4470  0.1229
H 3.2169 4.8066 0.3061  0.1071
C -0.9556 1.4505 6.8449  -0.1010
H 2.1339 0.2333 -0.6931  0.1365
C -3.6374 0.1848 2.4581  -0.7899
H 1.0116 1.1672 -4.9918  0.0351
H -0.9638 4.0106 7.7464  0.1260
C -1.7938 -6.2803 4.0315  -0.1304
H 2.8285 -5.5074 2.0501  0.1088
C 4.3471 -8.1030 5.9444  -0.2288
H -5.6439 3.3308 7.7067  0.0865
H -0.6105 -1.0040 -1.2691  0.1152
H 3.2087 4.5135 -1.4462  0.0809
H 4.2608 -1.7524 -3.4559  0.1336
H 1.3560 3.0031 -0.7943  0.0911
H 4.7968 -4.2427 5.1584  0.1380
H 5.7094 4.6819 -2.1004  0.1293
H -0.8822 -4.5471 -6.2126  0.1170
C -0.9289 3.8749 6.6675  0.0482
C -1.7406 2.4674 4.8727  -0.0860
H -0.7378 0.8346 3.9728  0.0964
C -0.9750 1.7223 -0.7180  -0.0840
C -2.7292 -2.1531 -6.4928  0.0384
H 3.4060 -4.4591 -5.9262  0.1207
H -8.5253 0.5950 -2.2784  0.1182
H 1.0524 0.6727 -1.9576  0.1157
C -0.4236 1.7020 4.5475  -0.1317
H -8.6840 2.7983 2.6308  0.1224
H 2.4451 -3.2736 -2.1160  0.0976
H 3.4645 -2.6884 -5.6671  0.0931
H 1.0670 1.9914 6.0593  0.1086
C 4.3981 -2.7633 -3.0856  -0.1042
H 2.0529 5.2884 -4.2363  0.1038
H 0.2352 2.3995 4.0312  0.1103
H 6.1388 -4.8038 4.0789  0.1435
H 2.7026 -5.3767 5.0600  0.1413
H 5.4158 -2.8304 -2.6881  0.1397
C 4.2945 -4.0475 3.0508  -0.1143
C 5.7210 6.1951 0.2306  -0.0655
N -1.7484 2.6418 6.3777  -0.2662
C -1.4100 -2.4922 -8.5368  -0.0722
C 0.1822 -0.9593 0.8557  -0.1097
C 3.0200 -5.8197 4.1111  -0.1079
H -1.7017 2.5758 1.1827  0.1094
H -1.0804 4.8601 -3.2585  0.1129
C 4.8714 -6.6787 5.7167  -0.0773
H -7.4658 3.0590 0.2853  0.1372
H 5.8092 -4.8322 -5.3964  0.1480
H -9.4253 2.1773 -0.0089  0.1480
H 7.9814 -3.6428 -6.4702  0.0920
C 2.9798 -4.8611 2.9159  -0.1440
C -2.4780 4.6360 -6.1090  -0.1520
C -1.6626 2.7780 0.1135  -0.2326
H -3.3533 4.7845 -6.7412  0.1297
H 6.0182 5.2370 0.6591  0.1313
H -2.6143 -5.6331 4.3589  0.1494
H -1.2891 0.0679 -5.0453  0.1096
H -6.3158 0.0695 -0.4176  0.1294
C 1.0720 0.3150 -0.9275  -0.1260
C -4.0011 3.7304 6.3627  -0.2332
H 4.5368 3.8574 -0.3632  0.1049
C 3.6066 7.0189 -0.9430  -0.1361
H 0.8889 6.9621 -6.0108  0.1252
H -7.7436 -0.9494 1.4119  0.1212
N 4.4891 -6.1067 4.3324  -0.2887
H -0.2605 3.5300 -5.0102  0.1247
H -6.0772 2.2465 1.1068  0.1276
N 4.6264 5.9099 -0.7875  -0.2590
C -0.7465 0.3757 -5.9420  -0.2069
H -3.5488 -1.7350 -7.0750  0.1253
N -7.7850 1.0864 0.7265  -0.2725
C -9.2597 1.1931 0.4358  -0.1046
H 5.5542 -9.0255 7.4450  0.0961
H -0.6545 -4.3510 -9.0535  0.1351
H 1.0449 -1.4278 1.3348  0.1109
H 3.1463 7.0975 0.0446  0.1361
C 1.1984 2.4771 0.1434  0.0126
H -1.6472 -4.9676 1.8729  0.0847
H -2.3792 -2.4075 -9.0277  0.1534
H 2.7950 6.6930 -1.5976  0.1214
C -2.7851 -7.0711 7.2967  -0.1282
C 0.3056 -0.9796 -0.6753  -0.1411
H -9.7880 -0.8762 -0.0529  0.1195
H -2.9094 2.9459 8.0646  0.1442
H 4.4731 -7.8765 8.1354  0.0865
H 5.8936 -1.7708 -5.1930  0.1113
H -2.6856 -9.2430 7.1809  0.1350
H -0.8878 -3.5378 2.6100  0.0622
H -8.1487 -1.0571 -1.6775  0.1153
H 7.0106 7.8322 -0.2534  0.1206
H 0.2061 -6.1087 3.3604  0.0798
H -2.1098 -4.6068 -8.1694  0.1303
H -4.4020 3.3040 5.4359  0.1082
H 3.5983 -5.7688 -3.9269  0.1418
H 2.9440 9.4597 0.0878  0.0894
C 6.9231 6.7752 -0.5065  -0.1225
H -1.5415 -5.6174 6.3208  0.1191
C 7.5306 -2.6636 -6.3253  -0.0559
C 4.5388 -8.6344 7.3571  -0.0577
H 3.8726 -9.4768 7.5142  0.0889
H -7.5900 5.0590 2.2044  0.0872
H -1.7967 7.4891 -0.3749  0.1073
H -1.8041 3.3965 4.3177  0.1377
H -4.2542 -8.6019 6.7602  0.1427
H 0.1176 -4.7280 1.7768  0.0560
C 0.0663 0.5307 1.2594  -0.0755
C 0.4014 4.3776 -5.2068  -0.1166
C 0.2231 1.3239 5.9143  -0.1377
H 6.3412 7.6447 -2.4084  0.1039
H -2.2470 -6.8491 3.2151  0.1459
H -6.0247 4.2919 2.6027  0.0725
N -1.6420 -7.3354 5.0942  -0.2509
H 5.9574 -6.6714 5.7392  0.1532
C 5.4252 5.7325 -2.0692  -0.1058
H -4.6142 4.5464 8.2249  0.0859
H -0.5594 -0.0990 -8.0296  0.1434
H -1.0725 1.3865 -6.2049  0.0994
H 1.1100 -0.5636 -5.2095  0.0532
H -0.3840 -2.4529 -5.4002  0.1277
N 0.3302 1.2596 -0.0373  -0.2500
C -2.8735 -8.2337 5.2356  -0.0970
H 4.3090 8.4295 -2.4453  0.1169
H 0.8165 0.8870 1.9606  0.1227
H 5.2717 -5.5881 -3.4518  0.1300
N -0.4772 5.5794 -5.1755  -0.2539
H 6.1685 -6.8618 3.3502  0.1288
H 4.9915 -4.7346 -1.3480  0.1259
C -7.2102 0.6550 -0.6220  -0.0867
H -6.9227 1.5782 -1.1186  0.1222
C -0.4613 -8.2045 4.8760  0.0135
H 2.1424 2.0898 0.5237  0.1073
O -3.4389 -1.1419 2.9524  0.0014
C 0.2797 6.8849 -5.1146  0.0470
H -9.8308 1.1962 1.3620  0.1407
H -7.1342 2.2227 3.2237  0.1090
H -1.3649 4.6713 6.0749  0.1070
C -0.3157 -3.9901 -6.9625  -0.1267
C -0.5804 -5.4222 3.7000  -0.2139
C -7.5672 0.0700 1.7579  0.0100
H -1.1012 3.7185 0.0579  0.0943
N 4.4744 -3.8171 -4.1740  -0.2630
H 5.4361 -2.7099 -6.6747  0.1118
H 4.3478 -5.9599 6.3471  0.1332
H 0.6193 0.3171 5.8067  0.1151
H 3.3372 -8.2000 5.5293  0.0981
H -3.6653 -7.6019 4.8097  0.1377
H -3.5187 1.7186 7.0697  0.1501
H 2.5666 -6.8091 4.1017  0.1127
O -3.1882 0.2610 1.2652  -0.0925
H 2.0927 9.1774 -1.4039  0.0796
O -4.1702 1.0060 3.1793  0.0075
C 2.3767 3.2114 -4.0300  -0.0863
H 3.4041 3.5469 -3.8980  0.0719
H 4.0735 -3.0427 3.3926  0.1165
N -1.4508 -1.8177 -7.1800  -0.2704
H -0.1576 -4.9375 4.5786  0.1148
H 4.6809 -6.6946 2.2756  0.1059
H 4.9104 -7.9959 3.4091  0.1059
C -1.2362 -3.9677 -8.2094  -0.1271
H 8.1616 -2.1412 -5.6054  0.0865
C 3.5254 -3.3303 -1.9685  -0.1641
H 4.9707 -4.1212 2.2027  0.1124
H 4.7767 5.9984 -2.9057  0.1330
H -0.6772 2.0333 -1.7172  0.1325
H 7.5393 -2.1076 -7.2578  0.0884
H 3.7328 -2.7501 -1.0664  0.1180
C 4.0634 -4.7574 -1.9134  -0.1389
C 1.4155 4.4146 -4.0659  -0.2139
C -0.2923 -2.5494 -6.4792  -0.1138
H -2.7483 -1.6681 -5.5196  0.1063
H -1.6006 0.5834 6.6651  0.1447
H -1.6277 0.8467 -0.7232  0.1219
H 0.4622 -7.6422 4.7748  0.0713
H -3.5325 4.6527 6.0039  0.1134
H -1.6352 6.5038 -3.7071  0.1266
C -3.0696 3.1271 -0.3524  -0.0658
H -2.6506 -7.1317 8.3766  0.1365
H -2.6032 1.8480 4.6422  0.1035
H -2.2138 3.6217 -6.4479  0.0910
C 3.8394 4.6669 -0.5783  -0.0178
H 0.7901 6.9642 -4.1592  0.0882
H 7.8865 6.3415 -0.2547  0.1271
C 5.0672 -4.7129 4.2149  -0.0900
H -3.0441 3.6697 -1.2938  0.0664
C 5.0864 -6.9337 3.2521  0.0310
C 3.3658 -3.6597 -5.1929  0.0192
H -0.4730 7.6695 -5.1117  0.1226
C -8.3409 -0.0258 -1.4024  -0.1243
C 6.6168 6.6758 -2.0092  -0.1282
H 4.9323 -8.6851 5.2273  0.1042
H 4.9987 8.5440 -0.7451  0.1068
H -2.9504 -9.1023 4.5820  0.1522
C 6.0776 -2.6630 -5.7949  -0.2230
H 2.4843 -3.6938 -4.5529  0.0981
H -3.2100 4.0400 -4.0003  0.1079
H -3.5193 -6.2652 7.2256  0.1283
H 0.9414 4.2684 -6.1435  0.1491
C -5.1194 4.2058 7.3151  -0.0596
H -3.0399 -1.4437 2.1263  0.0505
H 3.3942 10.4304 -1.2867  0.0919
O 0.5921 5.7439 -0.1870  -0.0728
H -6.5080 0.0022 2.0257  0.1036
H -2.8252 -3.2290 -6.4167  0.1119
H 0.1215 3.8374 6.3916  0.1082
H -7.2418 4.5638 3.8260  0.0806
H -0.9137 0.7513 1.6751  0.0948
H 2.0751 2.4844 -3.2703  0.0467
H 2.4389 2.6448 -4.9625  0.0624
C -0.2602 6.5335 -0.6561  -0.8103
C -1.2487 -0.3295 -7.2164  -0.1054
H -0.6127 -8.7475 3.9426  0.1229
H -3.6738 3.5681 0.4357  0.0842

Summary:
- HOMO-LUMO gap (eV) = 6.583
- LUMO level (hartree) = -0.4426
- E_HOMO (eV) = -18.63
- spin multiplicity = 1
- total charge = +7

#b
Formula: C74H164N9O6
Source: the OMol25 dataset
Level of theory: wB97M-V/def2-TZVPD

Each line ends with the Löwdin charge.
Geometry (Å):
H -2.9216 -5.5912 3.0023  0.1201
H -6.5145 0.8336 3.5445  0.1005
C 2.2748 -7.6293 -7.9868  -0.1545
C 1.3978 -8.4489 -7.0395  -0.1147
H 10.0375 -4.0785 1.0292  0.0893
H 3.0955 4.1921 -6.6718  0.1152
H -0.2105 8.2354 0.5729  0.1074
H -2.7888 -7.9302 2.9132  0.1375
H -0.7255 3.4622 9.7291  0.1377
H 7.4771 0.0042 -0.0493  0.1108
H -3.6387 3.9609 9.4448  0.1232
C -0.1903 -7.7491 2.6845  0.0585
H 1.4376 3.7626 -6.8476  0.1108
H -8.3140 -0.6441 -6.3197  0.1279
H -5.0793 -1.3691 -5.1522  0.1155
H -6.3942 -1.7301 -8.3641  0.1016
H 1.0581 -6.3009 -9.2620  0.1367
C 6.0093 -3.5379 8.3539  0.0430
H -1.4263 2.1554 -0.1075  0.0904
H -9.4545 -0.5257 1.8102  0.1279
H -10.4986 0.8163 -8.0758  0.0886
C 2.7315 2.1295 -7.6409  -0.0745
H -0.1445 -1.8464 -5.3522  0.0714
H -0.9900 -4.8207 2.0943  0.1197
H 2.4255 9.1296 -0.1447  0.1505
H -7.0720 2.0321 4.7812  0.1040
H 3.7495 7.6888 -1.7975  0.1337
C 0.2957 -10.5464 -0.8398  -0.0713
H 4.5443 8.4393 -0.3798  0.1132
C 3.8545 7.6638 -0.7129  -0.1441
H 6.0643 -1.3084 3.1385  0.1336
C 6.1874 -1.2509 11.1257  -0.1405
C 3.3208 1.1452 -9.9646  -0.1081
H 0.1201 -6.2815 0.5914  0.1216
H 0.1498 -11.4312 -0.2202  0.0896
H -8.1676 0.4781 0.0708  0.1189
H 0.9331 2.6581 -9.8026  0.1158
H 5.9533 -0.9377 7.8108  0.1188
H 4.7745 -2.9091 11.4064  0.1399
H 3.6129 -3.7170 9.4318  0.1327
H -0.5093 -10.5007 -1.5733  0.0765
H 1.0315 -1.9623 8.5822  0.0762
H 4.3071 8.8684 1.6810  0.1125
H 3.4496 8.3484 3.1879  0.1068
H -9.4871 3.7648 2.5970  0.1270
C 0.9487 2.9419 6.2338  -0.2327
C -0.9548 -6.4618 0.5828  -0.0801
H 3.1856 2.3038 -4.9865  0.0716
N 2.6147 7.6296 1.3973  -0.2546
N 5.2151 -2.4704 9.1826  -0.2161
H -10.0279 1.3034 2.7345  0.1445
H -9.6386 1.5985 -9.3931  0.0847
C 0.3260 3.9208 7.2208  -0.0552
C 0.8166 -4.6345 -6.5875  -0.1110
H 6.9185 -1.3285 11.9304  0.1352
H 2.3177 -5.5371 -8.3794  0.1252
H -4.1105 0.4500 -4.4011  0.1118
C 8.5921 -2.5684 0.0505  -0.2372
H 3.9921 6.3253 2.2515  0.1199
H -1.3397 -6.6097 -0.4261  0.1390
H 1.4041 2.3078 -5.1466  0.0778
H 6.4118 -3.2829 10.7300  0.1278
H -5.5769 1.1724 -8.1359  0.1314
H -3.7535 -5.5649 1.4361  0.1260
H 8.8535 -1.6842 -0.5309  0.1139
H 2.9929 3.0235 7.0093  0.0757
H 1.5869 -7.0278 -5.3663  0.1263
C -0.1250 -4.1217 -5.4854  -0.2199
C 2.4490 3.1907 6.0796  -0.0964
C 1.5806 -6.3367 -8.3060  -0.0901
H -9.1227 3.2469 4.2620  0.1345
H -2.1266 5.3387 6.9940  0.1072
H 3.3901 -1.5255 7.1836  0.0928
H -8.0210 -0.8545 2.5795  0.1180
H 0.4815 -8.3830 -0.6666  0.0949
C 4.3830 3.2175 -9.3465  -0.0726
H 1.3896 7.5002 3.0854  0.1212
C -5.2082 0.5847 -7.2952  -0.0715
H 1.0464 -2.0521 6.7878  0.0713
H 2.2618 3.5580 -10.7330  0.1153
H 5.4089 -0.5375 11.3963  0.1177
H -5.0486 -2.1569 -7.4326  0.0944
H -3.8356 1.9120 -6.2514  0.1254
H 1.8358 1.5193 -7.7565  0.1225
H -1.7610 1.7808 6.6106  0.1388
H -8.6501 -0.7868 -8.6922  0.1074
H -3.2030 3.8929 7.0195  0.1014
C 4.1439 -1.5743 0.2751  -0.1319
H 5.0189 3.0821 -8.4716  0.1284
H -0.0593 -2.6508 -3.8615  0.0719
H 5.3541 -2.8414 2.3960  0.1315
H -1.1508 -4.1145 -5.8538  0.0957
C -1.3586 8.0323 2.2486  -0.0798
C 3.3435 8.6899 2.1582  0.0157
H 3.5104 -2.4390 0.0775  0.1058
H -7.4140 0.3590 -8.9435  0.0913
C 3.6256 -2.6975 9.0465  -0.0694
H 2.7415 9.5981 2.1877  0.1168
H 3.3071 -3.1458 6.8637  0.0943
H -3.2984 5.2208 -0.8056  0.0560
H 5.6880 -4.4566 8.8447  0.1056
C 1.2107 7.4105 2.0139  -0.0866
C 6.9150 -0.1059 0.8781  0.0343
C -2.7205 1.9737 8.6592  -0.1350
C -1.5451 2.1056 7.6284  -0.0893
N 6.5434 -1.5525 1.1406  -0.2479
C 0.3007 -2.7262 -4.8876  -0.0699
H -6.7357 2.7217 1.1099  0.1297
C 0.0133 8.3542 1.6330  -0.2105
C 0.8278 -7.3176 -6.0929  -0.0847
H 2.6952 4.2324 5.8737  0.0770
O -2.3344 2.5911 1.4670  -0.0733
C -8.5184 -0.0304 2.0681  -0.1888
N 3.0248 2.4767 -9.1471  -0.2347
C 9.9565 -3.2519 0.3233  -0.0745
C 3.0106 -2.4400 7.6396  -0.2254
C -7.6941 4.7607 3.3330  -0.1890
C -2.6143 -7.4197 1.9661  -0.0659
H 3.2407 -1.9546 9.7451  0.1290
H -0.4425 -8.7102 3.1327  0.1127
H 3.7350 0.3954 -9.2905  0.1303
H 1.0044 -9.2787 0.6943  0.0995
C -9.5171 1.1597 -8.4027  -0.0746
H 1.3875 -2.6421 -4.8930  0.0700
C 7.8371 -2.3829 1.3348  -0.1111
H -2.0398 8.7527 1.7958  0.0895
H -0.8770 -5.2553 -8.2337  0.0967
C -1.1700 -8.9960 0.6987  -0.1041
H 4.1785 4.2842 -9.2544  0.1362
N -8.0590 2.1964 2.8439  -0.2240
H -6.6566 0.1313 0.9734  0.1206
H -0.4699 -6.9464 3.3669  0.1086
H 7.4405 0.2213 1.7753  0.1149
H -5.6145 1.4358 -4.1557  0.1250
C 4.1662 -1.2024 1.7915  -0.1225
C 5.5445 -1.7724 2.3003  -0.0727
H -1.5781 5.0385 9.2754  0.1452
H 0.8578 1.9048 6.5566  0.0968
N -6.2482 -0.4221 -6.7220  -0.2325
H -9.3274 2.0925 -7.8716  0.0736
C -1.6576 1.5618 1.4108  -0.9778
H 6.0283 2.1251 -10.4796  0.1269
H -6.6173 -2.5797 -6.7664  0.1135
H -7.8716 6.8917 3.1777  0.0792
H -8.7655 6.3724 4.5382  0.0745
H 1.7260 4.1449 -9.2263  0.1059
H 10.5072 -2.3589 0.6190  0.0814
H 5.1908 3.3429 -11.4084  0.1282
H -1.7327 7.0539 1.9471  0.0820
O -4.0063 5.6115 -1.3231  0.0348
H 5.5747 -3.0231 -0.3316  0.1268
H -1.4228 8.1609 3.3291  0.0691
H -8.9354 0.7440 4.0565  0.1373
C -6.7996 1.8676 3.7387  0.0475
H -0.7058 1.6331 8.1387  0.1175
C -3.0327 5.9073 -2.2167  -0.9384
H -5.5143 2.3809 -6.1044  0.1237
H 0.8615 -7.8085 2.4048  0.1026
H -2.8477 2.9629 10.5561  0.1273
C 3.4885 6.3300 1.2849  -0.0653
C -1.6261 -5.2834 1.3397  -0.1750
C -1.4965 3.9599 9.1409  -0.1076
H 0.8510 -3.9995 -7.4728  0.1336
H -7.7083 1.0233 -6.2940  0.1322
H -2.5966 1.0626 9.2445  0.1157
C 6.7878 -0.6396 9.8575  -0.1379
H 10.5528 -3.5096 -0.5520  0.0898
C -9.0112 1.0176 3.0041  -0.1246
H 0.1920 4.9175 6.8004  0.1298
H 7.6870 -1.1307 9.4855  0.1132
H 2.2109 3.7273 -4.4992  0.0913
C -6.0777 -1.8144 -7.3244  0.0040
H 1.9013 -9.2386 -6.4819  0.1270
H 0.9694 6.3847 1.7354  0.1264
H 2.5004 -8.2560 -8.8496  0.1395
C 1.8700 3.2145 -9.7757  0.0284
C -8.3078 0.1876 -8.3437  -0.1878
H 0.5886 -8.9854 -7.5350  0.1204
O -3.3320 6.2055 -3.3868  -0.0607
H 2.9201 2.5586 5.3268  0.0720
H -9.5410 6.0770 3.0954  0.0764
C 2.4210 3.3361 -6.6501  -0.2301
H 7.0555 0.4140 9.9363  0.1294
H 5.9969 -1.4409 -0.9693  0.1217
C -7.6432 0.5925 1.0195  -0.1493
H -1.6258 -6.0216 -6.9149  0.0926
H -3.3869 -7.8296 1.3157  0.1301
H 0.3088 9.4013 1.6990  0.1117
C -5.0593 0.7787 -4.8251  -0.1333
C 4.2729 6.2849 -0.0824  -0.0967
H 5.6574 -3.6727 7.3311  0.0875
H -0.1035 -4.8795 -4.7022  0.1032
H -2.0338 -8.8682 0.0463  0.1306
C -5.7842 -0.5420 -5.2368  -0.0814
C -8.5334 6.0922 3.5107  -0.0782
C 0.1960 -9.2239 -0.0347  -0.2241
H -7.0519 4.8476 2.4565  0.1077
C 5.0737 2.6413 -10.5825  -0.1136
H 2.8743 5.4367 1.3991  0.1150
H 7.0835 -3.3537 8.3711  0.1101
C -7.6175 2.1034 1.2777  -0.0223
C -2.8337 -5.8494 1.9470  -0.1487
H 4.0590 5.4515 -0.7516  0.1060
H 1.2367 -3.5479 7.6994  0.0786
H 1.2688 -10.5542 -1.3307  0.0823
H 7.4700 -3.3096 1.7759  0.1330
H -1.9091 -4.5240 0.6108  0.1252
C -2.2335 4.2896 6.7181  0.0522
H 4.0987 -0.1251 1.9432  0.1074
H 1.7388 7.4304 -0.3999  0.1454
H -6.6563 -0.7976 -4.6350  0.1283
N -1.2080 3.6283 7.6725  -0.2338
H 4.7840 -0.3382 9.0163  0.1223
C -4.8451 1.5207 -6.1249  -0.1556
H 3.1874 -7.3285 -7.4723  0.1256
H -3.6310 1.7591 8.0998  0.1088
H -2.0016 4.1774 5.6590  0.1145
C 2.5745 8.0519 -0.0783  -0.1191
O -1.7159 0.7781 2.3646  -0.0964
H -4.3210 0.0160 -7.5733  0.1234
H 3.5819 1.5114 -7.3531  0.1200
H 5.9926 0.4748 0.8706  0.1026
H 2.3466 0.7062 -10.1799  0.1284
H 8.3347 -1.9322 2.1935  0.1417
H -1.0029 -7.0284 -8.3191  0.1134
H -5.9894 2.5456 3.4704  0.1011
C 1.4387 -2.4768 7.7118  -0.0735
H 3.3792 -1.7562 2.3033  0.1125
C -2.7948 3.2745 9.5129  -0.1391
N -1.1706 -7.6992 1.4884  -0.2507
H 0.4098 3.0341 5.2908  0.1214
C 5.6248 -1.9620 -0.0872  -0.0793
O -1.0970 1.3254 0.2450  0.0630
H 5.3360 6.1762 0.1324  0.1082
C 2.3095 2.9109 -5.2146  -0.1126
H -7.1062 4.7144 4.2497  0.0947
C -0.8417 -6.1788 -7.6556  0.0427
O -1.8894 5.8092 -1.7828  -0.0864
C 4.0971 1.5737 -11.1328  -0.1686
C -8.6900 3.5334 3.3035  -0.0987
C -7.7248 0.0942 -6.8637  -0.0675
H -0.1163 -7.5340 -5.5929  0.1273
H -1.3424 -9.8258 1.3842  0.1445
H 1.7728 -4.7213 -6.0716  0.1243
C 5.5516 -2.6141 10.7013  -0.0697
H 3.5198 1.9413 -11.9812  0.1282
H 8.1173 -3.2290 -0.6749  0.1104
H -8.3784 2.6485 0.7191  0.1297
H 0.7660 3.9447 8.2178  0.1253
H 4.6371 0.7090 -11.5185  0.1333
H 3.8339 -0.8546 -0.4825  0.1150
N 0.6439 -6.1569 -7.0514  -0.1988
C 5.6405 -0.9923 8.8535  -0.0931

Summary:
- HOMO-LUMO gap (eV) = 3.397
- LUMO level (hartree) = -0.3957
- E_HOMO (eV) = -14.17
- spin multiplicity = 1
- total charge = +7

What is the stability order? It is #a, #b, from most stable to least stable.